Below is a gas-phase ion, C6H8N (charge +1), with properties calculated with ωB97M-V/def2-TZVPD.

```
15
Properties=species:S:1:pos:R:3:forces:R:3
C 2.0005 0.2603 0.1059 -1.328 0.400 -2.232
C 0.4720 0.0739 -0.0325 2.016 -0.798 0.608
C -0.0850 -1.1503 -0.0804 -1.823 2.370 -1.505
C -1.5636 -1.2315 0.0346 -0.246 0.565 4.236
N -2.4910 0.2383 -0.0066 1.631 -0.233 0.499
C -1.6150 1.0084 0.1630 -2.210 -1.730 -0.879
C -0.3202 1.4156 -0.1013 2.515 1.237 0.880
H 2.2833 0.8432 -0.7531 0.071 0.912 -0.509
H 2.2805 -0.6683 -0.2956 1.362 -1.605 0.474
H 2.6229 0.6868 0.8888 -0.887 -0.450 0.785
H 0.2611 -2.1588 -0.3226 0.855 0.512 0.507
H -1.6617 -1.3778 1.1752 -0.619 -0.097 -1.781
H -2.1478 -1.9322 -0.4710 -0.792 -0.850 -1.169
H -0.2519 2.0509 -1.0021 0.148 -0.708 0.049
H 0.2159 1.9414 0.6976 -0.695 0.476 0.037
```
Positions in Å, forces in eV/Å.

- Kohn-Sham gap (Eh) = 0.328
- relative energy (zero: lowest compared OMol25 entry of this formula, charge and spin) (kJ/mol) = 500.6
- SMILES = CC1=CC[N+]#CC1
- E_HOMO (eV) = -14.64
- charge = +1
- LUMO level (eV) = -5.7

Atomic charges from the Mulliken analysis, expressed in e, are listed below: C -1.330; C 0.402; C -0.364; C -0.552; N -0.274; C 0.290; C -0.171; H 0.409; H 0.349; H 0.363; H 0.379; H 0.349; H 0.457; H 0.385; H 0.309